Run i
Formula: C3H2NO2S
Source: OMol25
Level of theory: ωB97M-V/def2-TZVPD

Geometry as ORCA input:
```
! wB97M-V def2-TZVPD RIJCOSX def2/J DEFGRID3
* xyz -1 1
C -1.21287 -0.77663 -0.53717
C 0.14316 0.97223 0.16667
C 1.20754 -0.21638 0.14619
N -1.11519 0.43562 -0.28569
O 2.33883 -0.32284 0.49449
O 0.46383 2.13860 -0.26663
S 0.13358 -1.83461 -0.06034
H -1.90786 -1.42403 -0.93791
H -0.05101 1.02803 1.28039
*
```

The LUMO energy is 0.1222 hartree. For the HOMO energy, the calculation gives -3.352 eV. The structure (SMILES) is O=C1SC=N[C@@H]1[O-].

Run ii
Formula: C3H2NO2S
Source: OMol25
Level of theory: ωB97M-V/def2-TZVPD

Geometry as ORCA input:
```
! wB97M-V def2-TZVPD RIJCOSX def2/J DEFGRID3
* xyz -1 1
C -1.89439 1.56524 0.01139
C -0.05144 -2.19477 0.06996
C 0.76750 -1.29838 0.12286
N -2.83514 2.11770 0.47379
O 0.96020 1.30807 -0.43315
O 3.08375 -0.00881 -0.47057
S 1.86148 0.36959 0.28681
H -0.93171 -2.90766 0.06751
H -0.96026 1.04902 -0.12860
*
```

The LUMO energy is 0.1431 hartree. For the HOMO energy, the calculation gives -4.636 eV.

Run iii
Formula: C3H2NO2S
Source: OMol25
Level of theory: ωB97M-V/def2-TZVPD

Geometry as ORCA input:
```
! wB97M-V def2-TZVPD RIJCOSX def2/J DEFGRID3
* xyz -1 1
C 1.12863 0.86859 -0.49041
C -0.08286 -0.97792 0.13038
C -1.16511 0.16815 0.16788
N 1.15554 -0.36659 -0.36841
O -2.31393 0.08578 0.47489
O -0.44624 -2.09156 -0.33195
S -0.34591 1.77322 -0.06335
H 1.96924 1.46621 -0.80356
H 0.10065 -0.92587 1.28453
*
```

The LUMO energy is 0.1201 hartree. For the HOMO energy, the calculation gives -3.225 eV. The structure (SMILES) is O=C1SC=N[C@@H]1[O-].

We find run iii to be the most stable, with the next structure 0.513 eV higher.

Run i
Formula: C6H13N2OS
Source: OMol25
Level of theory: ωB97M-V/def2-TZVPD

Geometry as ORCA input:
```
! wB97M-V def2-TZVPD RIJCOSX def2/J DEFGRID3
* xyz 1 1
C -2.92757 0.72617 1.07321
C 3.01327 -0.35988 -0.23471
C -1.76977 0.17264 0.58191
C -1.45497 -1.24373 -0.01009
C -0.42184 1.65917 -0.91906
C -0.56799 1.09342 0.49709
N 2.14733 -0.90110 0.51390
N -0.25850 -1.70980 -0.13999
O -2.51794 -1.90075 -0.36613
S 4.65836 -0.00494 0.19765
H -2.92242 1.75029 1.38679
H -3.84695 0.17118 1.15970
H 2.72297 -0.07976 -1.23871
H 0.50015 2.22659 -1.00502
H -1.25198 2.32111 -1.14686
H -0.40377 0.86315 -1.65887
H -0.70255 1.92106 1.19231
H 0.35052 0.58057 0.77877
H 2.47252 -1.15703 1.44267
H 0.68787 -1.25278 0.15649
H -0.14871 -2.63690 -0.53855
H -2.36582 -2.77939 -0.75510
H 5.00779 0.54070 -0.96742
*
```

The LUMO energy is -0.1344 hartree. For the HOMO energy, the calculation gives -13.356 eV.

Run ii
Formula: C6H13N2OS
Source: OMol25
Level of theory: ωB97M-V/def2-TZVPD

Geometry as ORCA input:
```
! wB97M-V def2-TZVPD RIJCOSX def2/J DEFGRID3
* xyz 1 1
C 3.07561 0.36091 0.71601
C -2.93922 -0.42036 -0.21337
C 1.85415 0.15009 0.15713
C 1.36758 -1.25755 -0.02821
C 0.05883 1.78144 0.61774
C 0.93199 1.16476 -0.44317
N -1.97080 -0.38181 -1.09604
N 0.20558 -1.49549 -0.57976
O 2.14051 -2.17600 0.40085
S -4.59213 -0.03868 -0.55526
H 3.62897 1.29710 0.90780
H 3.58365 -0.45252 1.18428
H -2.51194 -0.56166 0.77610
H -0.58005 2.68330 0.27742
H 0.66148 2.27244 1.30644
H -0.48695 1.12069 1.27609
H 1.58613 1.91982 -0.70004
H 0.40957 0.73910 -1.29929
H -2.25808 -0.19293 -2.07863
H -0.87841 -0.91944 -0.85545
H 0.00654 -2.45831 -0.59244
H 1.87968 -3.06452 0.17230
H -5.17269 -0.07036 0.64949
*
```

The LUMO energy is -0.1260 hartree. For the HOMO energy, the calculation gives -13.423 eV.

We find run i to be the most stable, with the next structure 0.678 eV higher.

Run i
Formula: C2H10NS
Source: OMol25
Level of theory: ωB97M-V/def2-TZVPD

Geometry as ORCA input:
```
! wB97M-V def2-TZVPD RIJCOSX def2/J DEFGRID3
* xyz 1 1
N -2.84477 0.08102 -0.20304
H -2.68671 0.88048 0.31126
H -3.88725 0.11856 -0.50582
H -2.35032 0.25771 -1.07107
H -2.30105 -0.72565 0.17205
C 1.36666 0.19411 -1.55674
C 1.69722 -0.14015 -0.11431
S 0.26031 -0.00017 1.01792
H 1.48687 1.33220 -1.69611
H 0.46010 -0.19329 -1.92276
H 1.98278 -0.42059 -2.23540
H 1.62366 -1.31676 -0.03613
H 2.64711 0.23919 0.35390
H 0.38992 -1.05999 1.79090
*
```

The LUMO energy is -0.1506 hartree. For the HOMO energy, the calculation gives -12.963 eV.

Run ii
Formula: C2H10NS
Source: OMol25
Level of theory: ωB97M-V/def2-TZVPD

Geometry as ORCA input:
```
! wB97M-V def2-TZVPD RIJCOSX def2/J DEFGRID3
* xyz 1 1
S 1.98831 0.23510 1.06696
H 2.19055 1.46275 1.55148
H 2.91331 -0.27345 1.88854
C -1.68849 -0.76461 -1.87893
N -0.84254 -0.16688 -0.77347
C -1.57932 0.38063 0.36021
H -0.98096 -1.10149 -2.63470
H -2.21648 -1.61545 -1.45106
H -2.46996 -0.05214 -2.20224
H -0.26418 0.57799 -1.14360
H -0.21661 -0.90746 -0.43531
H -2.35163 1.07237 -0.07290
H -0.88047 0.99216 0.95470
H -2.03188 -0.44486 1.00023
*
```

The LUMO energy is -0.1259 hartree. For the HOMO energy, the calculation gives -13.625 eV.

We find run ii to be the most stable, with the next structure 0.981 eV higher.

Run i
Formula: C2H10NS
Source: OMol25
Level of theory: ωB97M-V/def2-TZVPD

Geometry as ORCA input:
```
! wB97M-V def2-TZVPD RIJCOSX def2/J DEFGRID3
* xyz 1 1
N -2.44886 -0.68909 -0.75346
H -2.92677 -0.07138 -0.09581
H -2.68519 -1.64532 -0.46831
H -2.73452 -0.55806 -1.72053
H -1.42388 -0.57230 -0.51794
C 1.50164 1.13910 1.16415
S 0.21857 0.04380 0.49957
C 1.02789 -0.40914 -1.02095
H 2.45734 0.61486 1.27715
H 1.17813 1.36385 2.17830
H 1.61305 1.96544 0.48524
H 0.47073 -1.17028 -1.58857
H 1.14266 0.43757 -1.68853
H 1.99819 -0.87084 -0.83190
*
```

The LUMO energy is -0.1434 hartree. For the HOMO energy, the calculation gives -12.874 eV.

Run ii
Formula: C2H10NS
Source: OMol25
Level of theory: ωB97M-V/def2-TZVPD

Geometry as ORCA input:
```
! wB97M-V def2-TZVPD RIJCOSX def2/J DEFGRID3
* xyz 1 1
N 2.33700 -0.82010 0.79449
H 2.97074 -1.30334 0.16584
H 2.85466 -0.13003 1.35556
H 1.98243 -1.44804 1.51345
H 1.48053 -0.35264 0.33260
C -0.85730 1.72478 -0.87207
S -0.24880 0.01786 -0.76509
C -1.66995 -0.87695 -0.06467
H -1.92337 1.78177 -1.06691
H -0.58710 2.26001 0.03389
H -0.35697 2.21545 -1.70196
H -2.14968 -1.56600 -0.74754
H -2.44676 -0.14432 0.15737
H -1.38544 -1.35842 0.86504
*
```

The LUMO energy is -0.1399 hartree. For the HOMO energy, the calculation gives -12.982 eV.

We find run ii to be the most stable, with the next structure 0.260 eV higher.